# 1
The following is a quantum chemistry calculation of a cluster of 14 separate species, C20H68N8O14 in total, from the OMol25 dataset.

The geometry in XYZ format:
```
110
Properties=species:S:1:pos:R:3:lowdin_charge:R:1
C -4.4620 -1.9482 -1.1578 -0.047
C -4.7507 -0.4572 -0.7886 -0.299
O -3.8422 0.2876 -0.0507 -0.090
H -3.6873 -1.8944 -1.9135 0.046
H -5.3248 -2.4208 -1.6271 0.087
H -4.1763 -2.5238 -0.2990 0.054
H -5.6313 -0.5826 -0.1222 0.119
H -5.0794 0.0153 -1.7257 0.111
H -4.2291 1.1017 0.2054 0.065
C 4.8445 -0.2366 -0.0269 -0.076
C 5.0425 -0.8851 -1.3576 -0.333
O 6.3953 -0.7385 -1.7585 -0.069
H 5.1986 -0.8850 0.8302 0.108
H 3.7657 -0.0999 0.1326 0.035
H 5.2739 0.7299 0.0231 0.069
H 4.4147 -0.3225 -1.9837 0.075
H 4.6752 -1.8691 -1.4378 0.097
H 6.5780 -1.2072 -2.6072 0.105
C 2.8050 -4.0952 1.2525 -0.040
C 2.0766 -2.9420 0.6496 -0.326
O 0.9650 -2.6247 1.4440 -0.104
H 3.6454 -4.3372 0.6527 0.068
H 2.0605 -4.8299 1.3447 0.062
H 3.0157 -3.8649 2.3290 0.103
H 1.6671 -3.0891 -0.3038 0.073
H 2.6290 -2.0624 0.4348 0.076
H 0.1624 -2.8831 0.9879 0.048
C -0.6014 5.4321 1.3494 -0.057
C 0.0178 4.1710 1.8554 -0.351
O 0.2635 4.2349 3.2115 -0.062
H -1.6582 5.6471 1.7119 0.095
H -0.6170 5.2588 0.3372 0.036
H -0.1534 6.3546 1.6297 0.070
H 0.8256 3.7674 1.3371 0.073
H -0.8527 3.4777 1.7290 0.086
H 0.6983 3.4472 3.5199 0.046
C 2.1579 -1.5785 -3.4571 -0.061
C 1.9152 -0.2321 -4.0914 -0.308
O 1.9651 -0.3218 -5.5057 -0.059
H 1.5811 -2.2993 -3.9056 0.048
H 1.8760 -1.6307 -2.4742 0.019
H 3.1783 -1.7396 -3.5753 0.058
H 2.6796 0.4562 -3.7349 0.101
H 0.9573 0.1596 -3.7295 0.092
H 1.7484 0.5875 -5.7516 0.086
C -0.4093 -3.8751 -2.0547 -0.077
C -0.5192 -5.0011 -3.0944 -0.283
O 0.3809 -6.0803 -2.8935 -0.072
H -0.2180 -4.2549 -1.0531 0.068
H -1.2490 -3.1958 -2.0988 0.049
H 0.3603 -3.1481 -1.9350 0.031
H -0.3005 -4.6321 -4.0532 0.083
H -1.5295 -5.3444 -3.2249 0.112
H 1.2756 -5.6803 -2.8044 0.101
C -3.1839 2.5229 2.8062 -0.645
O -2.5071 1.4593 2.3703 -0.078
N -4.4340 2.6342 2.9878 0.151
N -2.6091 3.5847 3.3300 0.162
H -5.0036 1.9969 2.3656 0.147
H -4.8202 3.5828 3.3791 0.181
H -1.6216 3.4666 3.4781 0.059
H -3.0217 4.5668 3.4722 0.169
C -2.4322 -2.8066 1.7271 -0.628
O -3.2552 -3.7643 2.3461 -0.164
N -1.8228 -3.0910 0.6256 0.109
N -2.0422 -1.7134 2.3221 0.196
H -2.1218 -3.9438 0.1285 0.130
H -1.6967 -2.2255 0.0214 0.056
H -2.4597 -1.3545 3.1467 0.104
H -1.4423 -0.9697 1.8793 0.063
C -0.3389 -0.2365 -0.0727 -0.592
O 0.9315 -0.3109 -0.5169 -0.079
N -0.5383 0.2711 1.1052 0.169
N -1.3560 -0.8046 -0.6653 0.187
H 0.3655 0.5935 1.5206 0.087
H -1.4059 0.7541 1.4191 0.063
H -1.3227 -0.8815 -1.6872 0.085
H -2.2223 -0.4459 -0.4921 0.036
C 2.1837 0.5570 2.9528 -0.674
O 2.6678 1.2306 4.0205 -0.105
N 1.8160 -0.6745 3.0794 0.207
N 2.0293 1.1269 1.8128 0.161
H 1.8543 -1.0203 4.0353 0.136
H 1.4816 -1.3049 2.3242 0.070
H 2.2015 2.1509 1.7609 0.143
H 2.0664 0.5753 0.9972 0.042
C 0.0758 2.2496 5.6125 -0.126
O -0.3075 1.8228 4.3249 -0.120
H -0.7765 2.5844 6.1379 0.068
H 0.8250 3.0109 5.6013 0.081
H 0.4420 1.4946 6.2526 0.075
H -0.5082 0.9194 4.3246 0.057
C -2.1242 0.2825 -3.7546 -0.124
O -1.6482 -0.9901 -3.3870 -0.136
H -1.2381 0.8876 -3.8631 0.069
H -2.8226 0.7222 -2.9916 0.090
H -2.6862 0.3848 -4.6631 0.083
H -1.4102 -1.4440 -4.1856 0.099
C -1.3430 2.7486 -1.2033 -0.142
O -1.3296 3.8168 -2.1389 -0.087
H -0.5251 2.0123 -1.2512 0.063
H -2.3127 2.2146 -1.2504 0.079
H -1.1061 3.2370 -0.3167 0.026
H -0.6252 3.6625 -2.7464 0.057
C 2.2929 2.5680 -1.2918 -0.153
O 3.1213 2.8912 -2.3719 -0.086
H 2.8253 1.7187 -0.8547 0.061
H 1.4316 2.1874 -1.7806 0.045
H 2.0062 3.2678 -0.5097 0.074
H 3.9989 2.9099 -2.0433 0.061
```

Summary:
Electronic energy (hartree): -2294.00140
E_HOMO (eV): -8.45
Gap between HOMO and LUMO (eV): 8.2
ΔE to the lowest compared entry with this formula, charge and spin (kJ/mol): 203.3
LUMO level (eV): -0.25



# 2
The following is a quantum chemistry calculation of a cluster of 16 separate species, C20H72N8O16 in total, from the OMol25 dataset.

The geometry in XYZ format:
```
116
Properties=species:S:1:pos:R:3:lowdin_charge:R:1
C -23.1197 1.9137 7.6162 -0.053
C -24.2761 2.7309 8.2102 -0.344
O -25.4978 2.1177 8.0362 -0.063
H -22.1518 2.2891 7.9359 0.062
H -23.0880 1.8488 6.5579 0.010
H -23.2719 0.8644 7.9993 0.102
H -24.4214 3.6652 7.6870 0.083
H -23.9439 2.9385 9.2115 0.099
H -25.8631 1.8895 8.9162 0.107
C -19.1960 7.1557 3.7804 -0.091
C -17.8591 7.8256 3.5405 -0.372
O -16.8626 6.9471 3.3647 -0.052
H -20.0003 7.7457 4.1121 0.052
H -19.0178 6.4667 4.6421 0.047
H -19.4890 6.6226 2.8072 0.087
H -17.5432 8.5458 4.2416 0.100
H -17.9821 8.3576 2.6129 0.096
H -17.1964 6.1159 3.0483 0.026
C -17.1793 1.6018 8.5988 -0.057
C -18.6738 1.7419 8.2451 -0.282
O -18.6410 1.8619 6.8779 -0.115
H -16.6301 2.4842 8.2652 0.068
H -16.7539 0.6914 8.1630 0.068
H -17.0756 1.4666 9.6681 0.070
H -19.1037 2.5103 8.7377 0.070
H -19.2522 0.7937 8.4533 0.124
H -19.4526 2.3254 6.6257 0.073
C -22.8748 -0.4876 5.2026 -0.094
C -24.2101 -1.0112 4.8602 -0.335
O -25.2097 -0.3907 5.6084 -0.066
H -22.6003 -0.4130 6.2602 0.076
H -22.6427 0.4313 4.7084 0.035
H -22.1049 -1.1646 4.7885 0.071
H -24.2694 -2.0410 5.1355 0.105
H -24.3406 -0.9200 3.8184 0.106
H -25.8367 -0.0183 4.9427 0.109
C -16.9064 0.5547 4.1906 -0.587
O -18.0519 0.9552 3.6220 -0.106
N -15.8560 0.0806 3.5535 0.145
N -16.6732 0.6944 5.4970 0.158
H -15.9318 0.0342 2.5140 0.134
H -14.8884 -0.0416 4.0202 0.164
H -17.4609 1.0831 6.0479 0.054
H -15.7755 0.9760 5.8706 0.115
C -22.9945 6.2037 3.0053 -0.560
O -21.9474 5.4936 3.6293 -0.123
N -22.9942 6.5658 1.7389 0.148
N -23.8909 6.8463 3.7531 0.148
H -22.4185 5.8414 1.2258 0.057
H -23.9087 6.9998 1.2969 0.179
H -23.8580 6.5647 4.6992 0.017
H -24.8200 7.3103 3.5531 0.159
C -22.5197 3.7065 0.4600 -0.596
O -23.7605 3.6219 -0.1661 -0.128
N -22.0082 2.8832 1.3572 0.166
N -21.6251 4.6543 0.2402 0.085
H -22.6720 2.1083 1.6744 0.144
H -21.2218 2.9754 2.0443 0.079
H -21.8344 5.2620 -0.4976 0.102
H -20.6435 4.5311 0.7047 0.070
C -18.8509 3.9936 1.8765 -0.544
O -18.2908 4.5946 3.0364 -0.099
N -19.1055 4.5005 0.7355 0.149
N -19.0442 2.7309 1.9177 0.176
H -18.8438 5.4495 0.6967 0.133
H -19.1627 4.0229 -0.2047 0.192
H -18.6700 2.1963 2.6770 0.040
H -19.2884 2.2581 1.0363 0.140
C -24.4355 3.1990 4.7304 -0.140
O -24.6319 3.7202 3.4112 -0.128
H -25.2952 3.1170 5.3547 0.068
H -23.6426 3.8051 5.1546 0.066
H -24.2249 2.1100 4.7177 0.068
H -25.0511 4.6083 3.4584 0.073
C -20.7671 0.0811 2.4340 -0.215
O -21.7647 -0.1874 1.5376 -0.098
H -19.8198 0.3515 1.9698 0.063
H -20.6194 -0.8630 2.8944 0.059
H -20.9932 0.6938 3.3364 0.069
H -21.5054 -0.8697 0.9065 0.098
C -21.6138 5.0247 8.9468 -0.153
O -22.5648 4.9790 9.9812 -0.085
H -20.8639 4.2443 8.8522 0.076
H -21.2064 6.0294 8.8519 0.068
H -22.1206 4.8549 8.0313 0.042
H -23.3474 5.4315 9.7834 0.042
C -19.6784 7.5875 6.8743 -0.202
O -19.5621 8.0665 8.1643 -0.127
H -19.6948 6.4701 6.7319 0.090
H -18.7471 7.8769 6.3450 0.084
H -20.5365 8.1475 6.5470 0.070
H -18.7345 7.7793 8.6184 0.109
C -19.4569 -1.0628 5.5595 -0.186
O -19.8746 -1.0236 6.8788 -0.108
H -19.9239 -1.9842 5.1229 0.091
H -18.3613 -1.1901 5.5549 0.074
H -19.7559 -0.2128 4.9068 0.058
H -19.8804 -1.8780 7.2791 0.076
C -23.1838 7.2399 6.6249 -0.174
O -24.1135 6.2078 6.5122 -0.122
H -23.6208 8.2760 6.4436 0.106
H -22.3883 7.0947 5.8484 0.077
H -22.7580 7.2864 7.6403 0.078
H -24.6197 6.0441 7.2826 0.070
C -20.6205 2.9310 4.7739 -0.194
O -20.4789 3.9305 5.6978 -0.088
H -19.5808 2.5861 4.6348 0.065
H -20.9457 3.3103 3.8293 0.044
H -21.2876 2.1526 5.0790 0.063
H -20.8508 4.6768 5.2433 0.036
C -16.7377 3.8839 5.4763 -0.156
O -17.1361 5.2211 5.7439 -0.112
H -16.0240 3.9280 4.6780 0.077
H -17.5877 3.3920 5.0704 0.033
H -16.3614 3.3813 6.3716 0.061
H -17.7221 5.4172 5.0098 0.001
```

Summary:
Electronic energy (hartree): -2446.76802
E_HOMO (eV): -8.80
Gap between HOMO and LUMO (eV): 8.7
ΔE to the lowest compared entry with this formula, charge and spin (kJ/mol): 291.2
LUMO level (eV): -0.09



# 3
The following is a quantum chemistry calculation of a structure of composition C20H83Br3F3N2O34P4S, from the OMol25 dataset.

The geometry in XYZ format:
```
150
Properties=species:S:1:pos:R:3:lowdin_charge:R:1
C 3.1434 -1.3069 5.3448 -0.055
C 4.1739 -1.2782 4.2040 -0.233
O 4.8038 -0.0068 4.0113 -0.133
C 4.5547 0.6129 2.7701 -0.174
C 3.1330 1.1921 2.6462 -0.132
O 2.4677 0.7534 1.4460 -0.198
C 1.1344 1.2110 1.5180 -0.297
C 0.2285 0.5539 0.4509 -0.536
Br 0.5743 -1.3651 0.8973 1.012
N 0.6860 0.8222 -0.9696 -0.050
P 1.1908 2.6372 -1.3693 1.056
C 2.8854 2.8590 -0.7886 -0.221
O 0.2482 3.5594 -0.4280 -0.241
C -0.3085 0.4106 -2.0501 -0.355
C -0.2857 -1.1145 -2.2406 -0.153
C 1.0776 -1.6810 -2.6397 -0.203
C 1.0002 -2.6382 -3.8358 -0.193
S 2.6508 -2.6689 -4.4686 0.587
O 3.1946 -1.3550 -4.7090 -0.284
O 3.4237 -3.3638 -3.4759 -0.267
O 2.7084 -3.4792 -5.8212 -0.130
C 0.1332 1.0183 -3.4101 -0.190
O -0.4809 0.2483 -4.4751 -0.042
C 0.2004 0.2284 -5.6543 -0.488
C 0.8219 1.4624 -6.2368 0.047
O 0.3055 -0.8220 -6.2404 0.089
C -1.7473 0.7632 -1.6314 -0.391
P -2.7880 1.6968 -2.8460 0.820
N -2.4359 3.2215 -2.9764 -0.261
O -1.8699 1.5185 -0.4561 -0.169
C -1.3027 0.8844 0.6873 -0.562
C -1.5124 1.9307 1.8121 -0.155
C -1.6365 1.3696 3.2442 -0.265
C -1.2018 2.4041 4.2837 -0.807
F -0.0109 2.9616 3.9077 -0.003
Br -2.5354 3.7545 4.5912 0.961
C -0.8979 1.6947 5.6483 -0.930
F 0.3513 1.2033 5.5823 0.057
F -0.9242 2.5501 6.6738 0.012
Br -2.1162 0.2450 6.0376 0.917
P -2.3590 -0.6226 1.2215 0.953
P -4.4384 0.0799 1.0984 0.308
O -5.0510 0.1043 2.4295 -0.289
O -4.5427 1.4706 0.2952 -0.178
O -5.1712 -0.9730 0.1523 -0.151
H 2.1625 -1.5424 4.9375 0.064
H 3.4141 -2.0274 6.1063 0.071
H 3.0394 -0.3343 5.8198 0.037
H 4.9422 -2.0090 4.4690 0.083
H 3.6841 -1.5556 3.2722 0.108
H 5.2725 1.4230 2.6842 0.124
H 4.7509 -0.0714 1.9393 0.124
H 2.5635 0.8704 3.5179 0.127
H 3.2165 2.2811 2.6519 0.114
H 1.0973 2.3007 1.5012 0.112
H 0.7593 0.8836 2.4841 0.098
H 1.5695 0.3129 -1.0791 0.134
H 3.1799 3.8033 -1.2333 0.050
H 3.5183 2.0348 -1.1019 0.067
H 2.9142 2.9953 0.2825 0.019
H 0.6326 4.4473 -0.3491 0.094
H -1.0094 -1.3677 -3.0085 0.132
H -0.6862 -1.6216 -1.3720 0.057
H 1.4353 -2.2819 -1.8083 0.094
H 1.8437 -0.9279 -2.8055 0.097
H 0.2533 -2.3577 -4.5671 0.094
H 0.7945 -3.6349 -3.4608 0.106
H 3.4936 -3.1402 -6.2922 0.097
H 1.2066 0.9494 -3.5469 0.109
H -0.2116 2.0322 -3.5552 0.074
H 1.3474 1.1548 -7.1278 0.102
H 1.5769 1.7933 -5.5237 0.092
H 0.1182 2.2687 -6.4055 0.096
H -2.3063 -0.1636 -1.4647 0.093
H -4.0776 1.5855 -2.3064 -0.005
H -2.8061 1.0054 -4.0674 0.023
H -1.6368 3.4524 -2.3964 -0.055
H -2.4742 2.3752 1.5798 0.089
H -0.8069 2.7438 1.7211 0.105
H -2.6782 1.1658 3.4556 0.065
H -0.9976 0.5109 3.4290 0.088
H -2.3761 -1.5595 0.1754 -0.062
H -5.3146 1.4909 -0.2875 0.090
H -5.2764 -0.6503 -0.7598 0.020
O 3.2375 5.2885 0.7014 -0.059
H 3.6168 6.1357 0.4430 0.058
H 3.5291 5.1766 1.6152 0.034
O 1.5077 -3.9968 1.6407 -0.158
H 2.0192 -3.9346 0.8229 -0.021
H 1.2527 -4.9215 1.6793 0.027
O -1.2574 -0.9439 -8.7446 -0.049
H -0.6130 -0.8203 -8.0356 -0.003
H -2.0806 -1.1141 -8.2776 0.037
O 1.2731 -6.3346 -4.9531 -0.050
H 1.6095 -5.4773 -5.2308 -0.003
H 1.6292 -6.4580 -4.0635 0.022
O -5.8082 -0.2923 -2.5168 -0.077
H -6.6370 -0.6967 -2.2089 0.036
H -6.0589 0.1313 -3.3433 0.061
O 0.5251 -5.7210 -0.3435 -0.040
H -0.2491 -6.2228 -0.0667 0.056
H 0.2406 -5.2923 -1.1545 0.029
O -6.7426 2.0754 4.4223 -0.059
H -6.2799 1.5298 3.7721 0.002
H -6.0983 2.7395 4.6906 0.024
O -2.6097 -2.6808 4.0913 -0.087
H -2.4923 -2.7377 5.0460 0.030
H -3.2819 -1.9977 3.9743 0.021
O -7.7613 4.6650 5.1602 -0.065
H -7.9028 4.7305 6.1091 0.036
H -8.0294 3.7650 4.9346 0.012
O -4.1364 6.6292 2.7766 -0.071
H -4.9525 6.1731 3.0067 0.032
H -3.4437 6.0168 3.0467 -0.033
O 1.2010 -8.3078 -2.3645 -0.054
H 0.7696 -8.3886 -3.2231 0.031
H 1.7456 -9.0986 -2.3023 0.043
O 4.8734 -1.7986 -8.1111 -0.054
H 3.9863 -1.6762 -8.4632 0.040
H 5.4548 -1.5148 -8.8266 0.021
O -8.2926 -1.4911 -3.1991 -0.046
H -9.1115 -1.9877 -3.1000 0.059
H -7.8663 -1.8914 -3.9642 0.052
O 6.8234 -3.0540 4.2223 -0.052
H 6.8368 -3.9557 4.5645 0.046
H 7.7314 -2.8938 3.9446 0.045
O -3.9318 -5.3110 4.5346 -0.067
H -3.4859 -4.4990 4.2529 -0.015
H -3.5940 -5.4922 5.4156 0.028
O -4.1807 4.0027 1.8247 -0.096
H -4.5188 3.1374 1.5720 0.002
H -4.0471 4.4539 0.9834 0.061
O 2.7579 4.7160 4.0513 -0.044
H 2.0636 4.0554 4.1378 0.008
H 2.4888 5.4311 4.6352 0.049
O 3.1722 1.3998 7.2661 -0.056
H 3.2305 2.3531 7.1553 0.033
H 3.4713 1.2533 8.1689 0.046
O 1.1498 2.7177 9.1945 -0.051
H 0.4970 2.0133 9.2507 0.038
H 0.8822 3.2283 8.4275 0.016
O 4.1576 -3.9729 0.5335 -0.041
H 4.4013 -3.0929 0.2325 0.040
H 4.6308 -4.0669 1.3648 0.045
O -2.2935 1.7238 -7.5164 -0.055
H -3.1262 1.2711 -7.3578 0.033
H -1.9293 1.2859 -8.2989 0.027
O 7.5638 -2.1844 -9.3519 -0.055
H 8.3432 -2.7121 -9.5487 0.044
H 7.3198 -2.4535 -8.4592 0.030
```

Summary:
Electronic energy (hartree): -13264.48809
E_HOMO (eV): -11.31
Gap between HOMO and LUMO (eV): 8.9
Total charge: +1
LUMO level (eV): -2.45



- Which value of gap between HOMO and LUMO does entry 1 give?
  8.2 eV



- Which of these has the highest gap between HOMO and LUMO?
  C20H83Br3F3N2O34P4S



- Which value of LUMO level does entry 1 give?
  -0.25 eV